[1]
{
  "formula": "C21H16BN10PdS",
  "method": "ωB97M-V/def2-TZVPD",
  "symbols": ["Pd", "C", "C", "N", "N", "C", "B", "N", "C", "C", "C", "N", "N", "C", "C", "C", "N", "H", "H", "H", "H", "H", "H", "H", "H", "H", "H", "S", "N", "C", "C", "C", "C", "C", "N", "C", "C", "N", "C", "C", "C", "C", "C", "N", "H", "H", "H", "H", "H", "H"],
  "positions_angstrom": [[0.286, -0.205, 0.402], [1.543, 2.812, 3.301], [1.839, 1.911, 2.281], [0.733, 1.282, 1.881], [-0.287, 1.769, 2.626], [0.184, 2.690, 3.488], [-1.698, 1.233, 2.499], [-1.764, -0.274, 2.628], [-2.492, -1.010, 3.489], [-2.181, -2.339, 3.304], [-1.231, -2.338, 2.286], [-0.981, -1.091, 1.886], [-2.176, 1.578, 0.980], [-3.158, 2.290, 0.540], [-3.136, 2.271, -0.901], [-1.999, 1.446, -1.209], [-1.436, 1.040, -0.117], [2.224, 3.450, 3.836], [2.798, 1.677, 1.851], [-0.482, 3.177, 4.181], [-2.459, 1.785, 3.226], [-3.165, -0.530, 4.180], [-2.575, -3.185, 3.839], [-0.709, -3.175, 1.856], [-3.850, 2.792, 1.201], [-3.815, 2.763, -1.581], [-1.626, 1.174, -2.185], [6.414, -4.668, -0.947], [6.327, -3.070, -0.854], [5.045, -2.759, -0.761], [4.491, -1.444, -0.694], [5.269, -0.284, -0.816], [4.625, 0.937, -0.815], [3.248, 0.960, -0.647], [2.499, -0.143, -0.487], [3.098, -1.328, -0.544], [2.218, -2.535, -0.546], [0.907, -2.328, -0.488], [0.085, -3.378, -0.651], [0.529, -4.681, -0.824], [1.889, -4.920, -0.826], [2.755, -3.826, -0.699], [4.177, -3.951, -0.763], [4.866, -5.075, -0.858], [6.343, -0.361, -0.929], [5.170, 1.862, -0.941], [2.712, 1.901, -0.633], [-0.974, -3.156, -0.635], [-0.185, -5.483, -0.954], [2.290, -5.919, -0.944]],
  "gap_ev": [7.68, 4.16],
  "e_homo_ev": [-17.30, -17.24],
  "charge": 3,
  "spin_multiplicity": 5,
  "lumo_ev": [-9.61, -13.08]
}

[2]
{
  "formula": "C14H16O2",
  "method": "ωB97M-V/def2-TZVPD",
  "symbols": ["C", "C", "C", "C", "C", "C", "C", "O", "H", "H", "H", "H", "H", "H", "H", "H", "C", "C", "C", "C", "C", "C", "C", "O", "H", "H", "H", "H", "H", "H", "H", "H"],
  "positions_angstrom": [[3.009, 2.348, -1.312], [3.128, -0.010, -0.537], [2.818, 1.306, -0.198], [2.865, -1.027, 0.408], [2.076, 1.651, 0.914], [2.178, -0.657, 1.553], [1.634, 0.624, 1.838], [1.757, -1.785, 2.296], [3.962, -0.266, -1.239], [2.779, -2.059, 0.088], [2.764, 3.400, -1.049], [2.289, 2.319, -2.114], [1.818, 2.703, 1.055], [1.103, 0.747, 2.773], [0.796, -1.810, 2.421], [4.015, 2.282, -1.745], [-3.675, -0.261, 1.801], [-1.538, -0.881, -1.921], [-2.886, -0.581, -1.880], [-0.820, -0.796, -0.715], [-3.622, -0.500, -0.693], [-1.587, -0.651, 0.436], [-2.990, -0.713, 0.537], [-0.971, -1.141, -3.118], [-3.407, -0.355, -2.797], [-0.632, -1.996, -3.367], [0.245, -0.583, -0.699], [-4.688, -0.410, -0.733], [-1.036, -0.608, 1.402], [-2.934, 0.351, 2.308], [-3.881, -0.935, 2.690], [-4.572, 0.293, 1.596]],
  "gap_ev": [2.83, 6.85],
  "e_homo_ev": [0.28, -3.82],
  "charge": -1,
  "spin_multiplicity": 2,
  "lumo_ev": [3.11, 3.03]
}